Entry 1:
47
Properties=species:S:1:pos:R:3:forces:R:3:mulliken_charge:R:1 method="wB97M-V/def2-TZVPD" homo_lumo_gap_ev=6.84 relative_energy_kcal_mol=56.95 lumo_energy_ev=-0.55 smiles="COc1ccc(N2CCN(C(=O)/C(C#N)=C/c3ccccc3)CC2)cc1" e_homo_ev=-7.391 molar_mass_g_mol=347.42
H -0.112 -1.967 2.953 0.024 -0.033 -0.118 0.3675
C 3.279 5.769 -0.630 0.050 0.171 0.067 -0.8517
N 0.979 -1.848 -1.261 0.083 -0.101 -0.057 -0.5883
C 2.609 3.535 -0.161 -0.038 -0.171 -0.043 0.7780
C -0.779 0.564 2.724 -0.075 0.343 0.079 -0.8504
H 2.907 4.664 1.651 0.033 0.095 0.001 0.3930
C -2.559 -1.755 -1.049 0.514 0.278 0.417 -0.6286
H 2.180 -1.573 2.841 -0.046 -0.071 -0.138 0.3130
C 2.632 3.716 1.216 0.017 0.286 -0.219 -0.5355
H 0.694 1.663 3.857 -0.041 -0.100 0.075 0.3915
C -2.077 -4.321 -3.755 0.038 -0.049 -0.044 -0.7400
C -0.110 -1.663 -0.938 0.740 -0.200 -0.421 0.0317
C -4.389 -3.697 -3.633 -0.075 -0.076 -0.096 -0.5687
H 2.359 2.828 3.125 0.041 -0.019 0.102 0.4507
H -1.288 -4.905 -4.204 0.063 -0.043 -0.028 0.3948
C -3.379 -4.446 -4.216 -0.026 0.031 0.021 -0.3957
C 0.586 0.668 3.430 -0.197 -0.051 -0.023 -0.9296
C 2.258 2.284 -0.662 0.118 0.342 -0.021 -1.0165
C -2.788 -2.686 -2.129 -0.134 -0.378 -0.451 1.0650
H 0.659 -0.061 4.243 -0.001 0.087 0.033 0.3803
C -1.781 -3.452 -2.724 -0.024 0.085 0.090 -0.4496
C -4.099 -2.831 -2.599 0.192 0.089 0.114 -0.5770
H -0.764 -3.371 -2.374 0.064 -0.061 -0.043 0.3557
H -5.405 -3.792 -3.987 -0.071 -0.001 -0.020 0.3797
H 2.240 2.144 -1.731 -0.001 -0.022 -0.141 0.4450
H -3.455 -1.319 -0.619 0.051 0.074 0.053 0.4059
C 1.943 1.417 1.567 0.204 0.333 -0.064 0.1230
O -2.313 0.595 0.511 -0.206 0.046 -0.061 -0.6696
N -0.714 -0.455 1.689 0.118 0.154 0.103 0.1732
O 2.911 4.493 -1.088 -0.083 -0.297 -0.053 -0.4501
H -4.889 -2.247 -2.148 -0.066 0.055 0.060 0.3650
C -1.506 -0.311 0.608 -0.167 0.003 0.036 0.5088
H 2.474 6.239 -0.054 0.037 -0.020 -0.005 0.3377
C -1.400 -1.339 -0.494 -1.247 0.246 0.127 0.6645
C 2.309 2.668 2.058 -0.094 -0.196 -0.064 -0.7822
H -1.572 0.322 3.443 0.002 0.084 -0.038 0.4185
C 0.191 -1.536 1.990 0.242 -0.242 0.027 -0.8535
H 4.188 5.733 -0.020 -0.042 0.006 -0.009 0.3360
H 3.471 6.360 -1.525 0.000 0.006 0.096 0.2414
H -1.035 1.506 2.234 0.018 -0.111 0.125 0.4532
H -3.605 -5.126 -5.024 -0.019 -0.053 -0.063 0.3839
C 1.636 -0.990 2.087 0.074 -0.204 0.054 -0.9070
H 0.125 -2.321 1.240 -0.002 0.005 0.208 0.5489
H 1.651 0.303 -0.261 -0.010 -0.091 -0.001 0.2787
C 1.926 1.246 0.183 -0.073 -0.044 0.118 0.2728
N 1.659 0.399 2.497 0.040 -0.161 0.167 0.0132
H 2.155 -1.105 1.138 -0.024 -0.023 0.047 0.5235

---

Entry 2:
49
Properties=species:S:1:pos:R:3:forces:R:3:mulliken_charge:R:1 method="wB97M-V/def2-TZVPD" homo_lumo_gap_ev=8.33 relative_energy_kcal_mol=158.84 lumo_energy_ev=0.04 smiles="CS(=O)(=O)C1(c2cc(C3=CCOCC3)nc(-c3cccc4[nH]ccc34)n2)CC1" e_homo_ev=-8.283 molar_mass_g_mol=395.48
H 3.601 -1.112 -0.254 -1.394 0.244 -0.544 0.2762
C -0.851 1.194 1.146 1.954 -4.025 -2.397 -0.3212
H 2.050 -0.303 3.359 -0.792 0.813 1.578 0.4354
N -1.253 1.019 -0.119 -0.327 0.120 0.422 -0.2675
C 2.623 -0.888 2.723 -0.235 -1.077 -2.356 -0.6058
H -2.567 -0.717 -5.690 -0.308 -0.087 -0.205 0.3566
C -1.597 -1.734 -4.038 0.067 1.044 2.123 -0.6939
O 0.512 3.700 2.333 -1.355 -1.909 -1.099 -0.7003
H -1.013 5.203 -0.102 0.295 0.536 1.077 0.4234
H 0.106 3.854 -0.385 0.391 -0.274 -0.069 0.3672
C -2.217 1.621 3.285 0.740 -1.019 0.243 -0.3969
C -2.285 -0.604 -4.655 0.888 -3.628 -1.685 -0.5092
H 0.545 0.765 2.698 -0.133 0.149 0.600 0.4754
H 3.729 -3.365 1.439 -0.451 -2.253 1.588 0.4361
H 4.305 -0.815 3.945 0.630 -0.051 -0.417 0.3280
C 2.208 -0.923 1.430 0.930 -0.474 -0.050 0.0850
C -0.420 -3.656 -3.404 -0.310 0.881 -0.234 -0.4342
S -0.872 3.587 1.827 1.672 6.045 2.283 1.4533
H 0.489 -2.865 -1.655 -0.137 0.252 0.074 0.2568
C -3.088 1.780 2.091 -0.067 -0.223 -0.703 -0.5978
H -3.443 0.899 1.503 0.342 0.799 0.838 0.2091
C -0.998 -1.520 -2.754 1.603 -1.353 -1.567 0.7678
C -1.965 0.651 -2.719 -0.453 3.076 -0.066 -0.1035
C -0.805 4.162 0.090 -1.237 -1.509 0.049 -0.9454
O -1.704 4.555 2.553 -0.635 -1.294 -0.835 -0.7352
C 4.147 -2.502 1.064 0.979 1.301 -1.632 -0.9087
C 0.240 0.537 1.703 -1.571 2.538 1.416 -0.2435
H -1.764 -3.578 -5.032 -0.218 -0.255 -0.668 0.1822
C 0.972 -0.215 0.916 1.487 -2.545 -2.008 0.3487
N -1.287 -3.054 -4.340 0.144 -0.577 -0.951 -0.0636
N 0.518 -0.464 -0.328 0.515 -0.824 -1.220 -0.3682
H -3.016 1.434 -4.574 1.048 -1.602 1.225 0.2940
H -2.123 2.419 4.015 -0.509 -0.186 0.058 0.2437
H 0.095 -4.646 -3.357 -1.145 0.883 -0.915 0.3555
H 3.822 -2.497 3.805 -0.264 0.819 -0.955 0.2439
H -2.190 1.618 -2.162 0.574 -1.531 -0.669 0.1972
H 2.253 -2.379 -0.053 -0.082 -0.538 -1.004 -0.1544
C 3.901 -1.528 3.221 0.085 -0.082 -1.121 -0.5828
C 2.982 -1.749 0.400 1.693 1.467 1.173 0.3582
C -1.100 -0.267 -2.172 -1.169 0.962 1.119 0.5334
C -0.584 0.116 -0.841 1.745 -0.461 2.091 0.1773
C -0.188 -2.715 -2.482 -0.156 1.114 1.525 -0.4407
C -1.607 2.002 1.962 -2.046 2.282 1.262 0.4332
H -1.662 3.681 -0.368 -0.014 -0.459 -0.420 0.1897
C -2.467 0.570 -4.034 -0.680 1.351 0.631 -0.8199
H -2.034 0.581 3.631 0.075 0.968 -0.185 0.2611
H -3.710 2.640 2.055 -0.477 0.574 -0.048 0.2755
H 4.935 -2.824 0.277 -1.168 0.761 1.403 0.3255
O 4.776 -1.668 2.046 -0.528 -0.742 1.245 -0.3964

---

Entry 3:
49
Properties=species:S:1:pos:R:3:forces:R:3:mulliken_charge:R:1 method="wB97M-V/def2-TZVPD" homo_lumo_gap_ev=8.02 relative_energy_kcal_mol=11.34 lumo_energy_ev=-0.36 smiles="Cc1cccc(NC(=O)c2ccc3c(=O)n(C[C@@H]4CCCO4)c(=S)[nH]c3c2)c1" e_homo_ev=-8.385 molar_mass_g_mol=395.48
C -2.751 5.692 -2.718 -0.165 0.047 0.077 -0.6757
H 1.342 -2.371 -2.397 -0.014 -0.158 0.196 0.3152
H 3.188 -1.825 1.822 0.022 0.060 -0.006 0.0156
C -0.704 0.554 0.746 -0.031 0.005 -0.036 -0.7486
H -6.124 4.807 0.208 -0.066 -0.016 0.058 0.3430
N -1.971 2.558 -0.917 -0.221 -0.168 0.346 -0.0945
C -3.832 4.047 -0.790 0.053 0.029 -0.062 -0.5085
H 5.844 -3.241 1.296 -0.051 0.078 -0.040 0.3036
C -2.605 3.724 -1.366 -0.026 0.364 -0.231 0.6491
C 4.828 -2.961 0.981 0.230 0.290 0.176 -0.5715
C 1.961 -4.950 1.156 0.464 -0.507 0.248 -1.8056
H -1.160 1.341 1.328 -0.034 0.075 0.049 0.4914
C -5.843 5.531 -0.552 -0.003 0.010 -0.017 -1.4522
H -4.251 3.396 -0.034 -0.062 -0.063 0.087 0.2578
H -1.113 4.309 -2.786 0.021 -0.013 -0.007 0.5085
C 0.724 -2.865 1.311 -0.198 0.076 0.139 0.5015
H 1.953 -5.767 0.433 -0.091 0.153 0.155 0.6270
N 1.183 -2.458 -1.401 0.092 0.047 0.004 -0.0671
C 0.305 -1.627 0.644 -0.037 0.292 -0.253 0.6205
H 1.343 -5.200 2.019 0.066 0.021 -0.114 0.4137
H 2.598 -3.606 3.332 0.056 -0.054 0.053 0.3139
C 0.569 -1.444 -0.719 -0.298 0.284 0.659 0.3935
N 1.395 -3.781 0.509 -0.007 0.171 0.006 0.1665
H -4.497 6.899 -2.451 -0.060 0.106 -0.037 0.4168
C -4.523 5.185 -1.170 0.092 -0.048 -0.019 0.6214
C -0.455 0.732 -0.619 0.288 -0.386 0.045 0.6769
C 1.568 -3.642 -0.844 -0.059 -0.109 -0.725 0.0961
H -0.494 -0.775 2.421 0.001 -0.010 0.084 0.5163
C -2.060 4.554 -2.338 0.214 -0.133 -0.045 -0.6775
C 3.541 -3.727 2.807 0.073 -0.002 -0.046 -0.8451
C -3.968 6.009 -2.145 0.021 0.006 -0.022 -0.5406
H -5.799 6.518 -0.094 -0.057 0.043 0.057 0.3351
H 4.897 -2.265 0.142 0.036 -0.031 0.056 0.3514
H -2.481 2.060 -0.200 0.174 0.000 -0.169 0.1740
O 0.516 -3.095 2.485 -0.039 0.129 -0.029 -0.6746
C 0.191 -0.257 -1.342 -0.070 0.106 0.043 -1.0021
C 4.030 -2.428 2.168 0.062 -0.154 -0.182 -0.3205
H 3.852 -5.668 1.849 -0.081 0.125 -0.013 0.4138
S 2.144 -4.818 -1.835 0.131 -0.253 -0.376 -0.3263
O -0.124 2.410 -2.258 0.027 0.022 -0.105 -0.6512
H -6.621 5.554 -1.314 -0.092 0.004 0.009 0.3287
H 0.398 -0.095 -2.389 0.034 0.041 -0.119 0.4476
C 3.414 -4.689 1.609 -0.360 -0.233 0.182 0.4842
H 4.287 -4.105 3.506 0.018 -0.005 0.009 0.3699
O 4.135 -4.107 0.533 -0.104 -0.133 -0.003 -0.4482
H -2.329 6.337 -3.473 0.047 0.048 -0.065 0.3773
C -0.322 -0.615 1.368 0.047 -0.145 -0.102 -1.0651
H 4.638 -1.826 2.839 -0.008 0.073 0.025 0.4673
C -0.816 1.989 -1.355 -0.038 -0.086 0.064 0.4774